(1)
The following is a DFT calculation (wB97M-V/def2-TZVPD) of a gas-phase ion, C4H6N2 (charge +2).

Computed properties:
- net charge = +2
- gap between HOMO and LUMO (eV) = 11.015
- E_LUMO (eV) = -12.0
- structure (SMILES) = C#[N+]C=[N+]1CC1
- electronic energy (hartree) = -264.6114

Element x y z (Å)
C 1.73113 -0.93137 0.03807
C 0.86725 1.26233 -0.03195
C -1.66344 0.40789 0.06230
C -0.59789 -0.67304 0.02164
N 1.77177 0.25618 0.00822
N -0.25974 0.72141 -0.00632
H 2.00395 -2.00458 0.04691
H 1.06733 2.27116 -0.02719
H -2.25364 0.55687 0.99903
H -2.04703 0.59375 -1.00732
H -0.39878 -1.14536 -0.96309
H -0.22092 -1.31525 0.85968

(2)
The following is a DFT calculation (wB97M-V/def2-TZVPD) of 2 unconnected molecules or ions with the total composition C4H6N2O.

Computed properties:
- gap between HOMO and LUMO (eV) = 10.575
- E_LUMO (eV) = 0.9
- electronic energy (hartree) = -340.6745

Element x y z (Å)
O 1.24610 2.58294 0.73491
C 0.71058 1.72316 1.24913
N 1.53479 -0.32185 -0.75829
C 0.38976 -1.09213 -0.31492
C -0.81021 -0.22082 -0.31139
C -1.93435 0.20266 0.48328
N -1.04590 1.00411 -0.45617
H 2.40368 -0.79677 -0.54834
H 0.51108 -1.30798 0.75666
H 0.22180 -2.05805 -0.81632
H 1.48846 -0.14490 -1.75463
H -2.97172 0.10081 0.18292
H -1.74405 0.32881 1.55317

(3)
The following is a DFT calculation (wB97M-V/def2-TZVPD) of a single C4H6N2O molecule.

Computed properties:
- gap between HOMO and LUMO (eV) = 8.705
- E_LUMO (eV) = 0.9
- structure (SMILES) = Nc1[nH]ccc1O
- electronic energy (hartree) = -340.7605

Element x y z (Å)
N -0.39377 1.11691 -1.74840
C -0.14271 0.26311 -0.65179
C 0.03603 0.49247 0.69158
O -0.02529 1.74564 1.24937
C 0.25056 -0.75835 1.33319
C 0.20056 -1.71918 0.34869
N -0.04300 -1.09657 -0.83932
H 0.24978 1.90169 -1.73866
H -1.33073 1.50611 -1.69691
H 0.60260 1.77751 1.98028
H 0.39597 -0.93413 2.39177
H 0.31285 -2.79237 0.41020
H -0.09390 -1.52474 -1.74903

(4)
The following is a DFT calculation (wB97M-V/def2-TZVPD) of a single C4H6N2O molecule.

Computed properties:
- gap between HOMO and LUMO (eV) = 10.010
- E_LUMO (eV) = 0.8
- structure (SMILES) = [H]/N=C/C(=C)/N=C/O
- electronic energy (hartree) = -340.7221

Element x y z (Å)
C 0.09855 0.36425 1.95087
C -0.29159 -0.03591 0.74040
C -1.15885 0.82437 -0.11241
N -1.04115 0.73708 -1.37442
C 1.07769 -0.83413 -0.79133
O 1.57501 -1.66339 -1.70581
N 0.20900 -1.16662 0.07051
H 0.84847 -0.19799 2.49892
H -0.28235 1.28330 2.38656
H 1.51961 0.16041 -0.85914
H -1.80525 1.54620 0.40093
H -1.59800 1.43413 -1.86128
H 1.08871 -2.49819 -1.62455

(5)
The following is a DFT calculation (wB97M-V/def2-TZVPD) of a single C4H6N2O molecule.

Computed properties:
- gap between HOMO and LUMO (eV) = 11.002
- E_LUMO (eV) = 1.0
- structure (SMILES) = [H]/N=C/[C@@H]1N=C1OC
- electronic energy (hartree) = -340.6727

Element x y z (Å)
C 0.38091 2.49840 0.30267
O -0.42277 1.36171 0.66291
C -0.33130 0.37190 -0.19366
N 0.21239 0.02833 -1.26765
N 0.97117 -2.24094 0.46553
C -0.22576 -2.17835 0.04981
C -0.77725 -0.93834 -0.56976
H 0.00491 3.33072 0.89718
H 1.42962 2.30135 0.53885
H 0.27327 2.71067 -0.76487
H 1.16587 -3.17172 0.83662
H -0.93693 -3.01487 0.10391
H -1.74413 -1.05885 -1.06154

(6)
The following is a DFT calculation (wB97M-V/def2-TZVPD) of a single C4H6N2O molecule.

Computed properties:
- gap between HOMO and LUMO (eV) = 10.090
- E_LUMO (eV) = 0.8
- structure (SMILES) = C[C@H]1N=CNC1=O
- electronic energy (hartree) = -340.7359

Element x y z (Å)
C -0.75825 -1.28588 -1.00176
C -0.11302 0.03794 -0.95616
C -1.01537 1.01378 0.83262
C 0.90396 -0.15390 0.15158
H -1.62195 -1.30765 -1.66402
H 0.02520 -2.15370 -1.25771
H -1.14860 -1.58162 -0.00267
H 0.20718 0.32057 -1.99693
H -1.84396 1.18598 1.65935
H 0.55799 0.40616 2.20477
N -1.05563 1.09615 -0.43276
N 0.18133 0.35816 1.21410
O 1.98004 -0.59020 0.17877

(7)
The following is a DFT calculation (wB97M-V/def2-TZVPD) of a single C4H6N2O molecule.

Computed properties:
- gap between HOMO and LUMO (eV) = 9.214
- E_LUMO (eV) = 1.0
- structure (SMILES) = COc1c[nH]cn1
- electronic energy (hartree) = -340.7483

Element x y z (Å)
C -1.88813 0.02929 1.32598
O -0.60311 0.62768 1.29031
C 0.18262 0.21827 0.27857
C 1.38664 0.75929 -0.05314
N 1.81003 0.02337 -1.15321
C 0.82551 -0.88223 -1.41502
N -0.15763 -0.81980 -0.55615
H -2.44486 0.22753 0.40292
H -2.39927 0.48428 2.17435
H -1.81856 -1.05437 1.46053
H 2.01606 1.47773 0.44673
H 2.18673 0.49396 -1.96434
H 0.90396 -1.58500 -2.23754

(8)
The following is a DFT calculation (wB97M-V/def2-TZVPD) of a single C4H6N2O molecule.

Computed properties:
- gap between HOMO and LUMO (eV) = 8.800
- E_LUMO (eV) = 0.8
- structure (SMILES) = Cc1c[nH]c(=O)[nH]1
- electronic energy (hartree) = -340.7946

Element x y z (Å)
C 1.90142 0.57169 0.04761
C 0.48182 0.09379 0.01107
C 0.01614 -1.17429 -0.00184
N -1.38170 -1.13519 -0.03469
C -1.81706 0.17030 -0.04274
O -2.93613 0.66048 -0.06840
N -0.66402 0.90666 -0.01466
H 2.10418 1.17713 0.93804
H 2.15194 1.17462 -0.83235
H 2.59072 -0.28220 0.06757
H 0.55214 -2.11359 0.00994
H -2.01439 -1.91539 -0.05080
H -0.89556 1.88728 -0.01981

(9)
The following is a DFT calculation (wB97M-V/def2-TZVPD) of a single C4H6N2O molecule.

Computed properties:
- gap between HOMO and LUMO (eV) = 10.578
- E_LUMO (eV) = 0.6
- structure (SMILES) = [H]/N=C(\C)[C@H]1N=C1O
- electronic energy (hartree) = -340.6924

Element x y z (Å)
C 0.47534 1.55527 -1.03170
C 0.15707 0.70162 0.17999
C 0.45460 -0.76776 0.06355
C -0.45063 -1.79309 0.48820
O -1.50091 -2.53794 0.18939
N 0.42593 -1.60875 1.35870
N -0.33748 1.13230 1.26855
H 0.92302 2.50586 -0.72219
H -0.44741 1.78134 -1.57984
H 1.16028 1.05777 -1.72562
H 1.24735 -1.02425 -0.64333
H -1.64623 -3.14842 0.93062
H -0.46094 2.14606 1.22369

(10)
The following is a DFT calculation (wB97M-V/def2-TZVPD) of a single C4H6N2O molecule.

Computed properties:
- gap between HOMO and LUMO (eV) = 9.719
- E_LUMO (eV) = 0.8
- electronic energy (hartree) = -340.6295

Element x y z (Å)
C 2.04552 0.39657 0.16372
C 0.46404 -0.14254 0.02703
C 1.11554 -1.24583 0.30096
N -1.95781 -1.10931 0.26921
C -1.75246 0.10284 -0.04194
O -2.73290 0.98188 -0.34945
N -0.47993 0.69737 -0.11199
H 2.13682 0.86507 1.14111
H 2.01023 1.12758 -0.64897
H 2.90976 -0.24914 -0.00907
H 1.50052 -1.93752 -0.44078
H -2.95577 -1.30803 0.26992
H -2.30356 1.82106 -0.56974